Entry 1:
{"formula": "C36H39F6N2O2PPdSSi", "method": "ωB97M-V with the def2-TZVPD basis set", "elements": ["Pd", "C", "Si", "C", "C", "C", "C", "C", "C", "N", "C", "S", "H", "H", "H", "H", "H", "H", "H", "H", "H", "H", "H", "H", "C", "C", "C", "C", "C", "O", "C", "N", "C", "C", "C", "C", "C", "C", "P", "C", "C", "C", "C", "C", "C", "C", "C", "C", "C", "C", "C", "H", "H", "H", "H", "H", "H", "H", "H", "H", "H", "H", "H", "H", "H", "H", "H", "H", "H", "H", "H", "H", "H", "H", "H", "C", "C", "O", "C", "F", "F", "F", "C", "F", "F", "F", "H", "H", "H"], "xyz": [[-0.2276, -0.1843, 0.4923], [-5.4578, 0.8075, -3.2009], [-4.3445, -0.7106, -3.0740], [-4.8325, -1.7731, -1.6113], [-4.3450, -1.6443, -4.7133], [-2.5773, 0.0386, -2.8972], [-2.2852, 1.1423, -3.7043], [-1.1196, 1.8648, -3.5375], [-0.2461, 1.4999, -2.5097], [-0.4693, 0.4521, -1.7468], [-1.5879, -0.2884, -1.9513], [-1.5947, -1.6917, -0.9568], [-6.4970, 0.5031, -3.0658], [-5.3812, 1.2902, -4.1758], [-5.2197, 1.5431, -2.4295], [-5.8829, -2.0532, -1.7135], [-4.7343, -1.2205, -0.6747], [-4.2548, -2.6952, -1.5406], [-5.3744, -1.9026, -4.9676], [-3.7672, -2.5672, -4.6418], [-3.9354, -1.0358, -5.5200], [-2.9927, 1.4404, -4.4688], [-0.8887, 2.7118, -4.1687], [0.6555, 2.0634, -2.3167], [-1.6614, -0.7241, 4.1266], [-2.1552, -1.8304, 3.2008], [-3.1963, -1.2908, 2.2261], [-0.9766, -2.5709, 2.5218], [-0.2811, -3.4767, 3.5505], [1.0827, -3.0294, 3.5533], [1.2117, -2.0350, 2.6899], [0.1442, -1.7185, 2.0318], [2.5849, -1.5067, 2.6119], [3.4228, -1.8449, 3.6815], [4.7653, -1.5205, 3.6761], [5.3087, -0.8621, 2.5855], [4.4873, -0.4910, 1.5346], [3.1251, -0.7876, 1.5373], [2.2021, -0.2557, 0.0581], [2.7576, -1.3716, -1.2578], [3.9796, -1.1919, -1.9074], [4.3825, -2.1057, -2.8674], [3.5834, -3.1982, -3.1767], [2.3760, -3.3873, -2.5203], [1.9607, -2.4731, -1.5660], [2.8353, 1.3981, -0.3099], [2.9810, 1.8106, -1.6387], [3.4522, 3.0822, -1.9201], [3.7660, 3.9553, -0.8869], [3.6041, 3.5570, 0.4342], [3.1345, 2.2881, 0.7263], [-2.4980, -0.2794, 4.6640], [-1.1878, 0.0653, 3.5471], [-0.9432, -1.0898, 4.8635], [-2.6498, -2.5978, 3.8035], [-2.8147, -0.4307, 1.6688], [-4.0694, -0.9393, 2.7773], [-3.5263, -2.0697, 1.5365], [-1.3517, -3.1501, 1.6732], [-0.3036, -4.5329, 3.2927], [-0.6777, -3.3460, 4.5564], [3.0076, -2.3725, 4.5269], [5.3913, -1.7958, 4.5136], [6.3645, -0.6306, 2.5468], [4.9152, 0.0429, 0.6978], [4.6176, -0.3518, -1.6692], [5.3272, -1.9635, -3.3751], [3.9051, -3.9040, -3.9306], [1.7622, -4.2473, -2.7533], [1.0188, -2.6116, -1.0477], [2.7608, 1.1207, -2.4435], [3.5852, 3.3917, -2.9487], [4.1389, 4.9462, -1.1088], [3.8478, 4.2360, 1.2405], [3.0093, 1.9835, 1.7563], [-0.3002, 3.6716, 0.1345], [-1.1258, 2.7806, 1.0680], [-1.4268, 1.5472, 0.5433], [-0.3872, 2.6640, 2.4449], [0.4091, 3.6904, 2.7066], [0.4380, 1.5498, 2.4075], [-1.1922, 2.4822, 3.4823], [-2.5047, 3.4670, 1.3266], [-2.3548, 4.5297, 2.1151], [-3.3647, 2.6162, 1.8947], [-3.0279, 3.8738, 0.1628], [0.6928, 3.2373, 0.0021], [-0.1962, 4.6719, 0.5495], [-0.8055, 3.7353, -0.8263]], "forces_ev_per_a": [[0.7, 0.1, 0.1], [0.3, -0.3, 0.2], [-0.5, -0.1, -0.6], [0.2, 0.1, -0.1], [0.0, 0.1, 0.6], [-0.2, -0.2, 0.3], [0.1, 0.2, -0.1], [-0.2, -0.2, -0.2], [0.2, -0.2, 0.1], [-0.1, 0.3, 0.2], [-0.1, -0.2, -0.3], [0.0, 0.5, 0.1], [0.0, 0.0, 0.0], [0.0, 0.0, 0.0], [-0.1, 0.0, 0.0], [0.0, 0.0, -0.1], [0.0, 0.0, 0.1], [0.0, 0.0, 0.0], [0.0, 0.0, 0.0], [0.0, 0.0, -0.1], [0.0, 0.0, 0.0], [0.0, 0.0, 0.0], [0.0, 0.0, 0.0], [0.0, 0.1, 0.1], [0.0, -0.1, 0.0], [0.1, 0.2, -0.2], [0.1, 0.0, 0.1], [-0.2, -0.1, 0.2], [-0.2, -0.1, -0.1], [0.2, 0.0, 0.1], [-0.3, -0.1, -0.2], [-0.3, 0.4, 0.1], [0.3, 0.0, 0.1], [-0.1, 0.0, 0.0], [0.1, 0.0, 0.0], [0.0, 0.0, 0.0], [-0.1, 0.0, 0.0], [-0.2, 0.1, 0.0], [0.4, -0.3, 0.0], [-0.3, 0.1, 0.0], [0.0, -0.1, 0.0], [0.1, 0.0, 0.0], [0.0, 0.0, 0.0], [0.0, -0.1, 0.0], [0.0, 0.1, 0.0], [-0.2, -0.1, 0.0], [0.1, -0.1, 0.1], [0.0, 0.1, -0.1], [0.0, 0.0, 0.1], [0.0, 0.0, 0.0], [-0.1, -0.1, 0.0], [0.0, 0.0, 0.0], [0.0, 0.0, 0.0], [0.0, 0.0, 0.0], [0.0, -0.1, 0.0], [0.0, 0.0, -0.1], [0.0, 0.0, 0.0], [0.0, 0.0, -0.1], [0.0, 0.0, 0.0], [0.1, 0.0, 0.0], [0.0, 0.0, 0.0], [0.0, 0.0, 0.0], [0.0, 0.0, 0.0], [0.0, 0.0, 0.0], [0.0, 0.0, 0.0], [0.0, 0.0, 0.0], [0.0, 0.0, 0.0], [0.0, 0.0, 0.0], [0.0, 0.0, 0.0], [0.0, -0.1, 0.0], [0.0, 0.0, 0.0], [0.0, 0.0, 0.0], [0.0, 0.0, 0.0], [0.0, 0.0, 0.0], [0.0, 0.0, 0.1], [0.0, -0.2, 0.0], [0.4, 0.5, 0.4], [-0.1, -0.5, 0.2], [0.2, -0.5, 0.1], [-0.1, 0.1, -0.1], [-0.1, 0.2, -0.2], [0.0, 0.0, -0.1], [-0.2, -0.2, -0.2], [0.0, 0.0, -0.1], [0.1, 0.2, -0.1], [0.0, -0.1, 0.2], [0.0, 0.1, 0.0], [0.0, 0.0, 0.0], [0.0, 0.0, 0.0]], "lowdin_charge": [0.82, -0.16, 0.56, -0.19, -0.16, -0.18, -0.03, 0.03, -0.10, -0.03, -0.67, 0.94, 0.05, 0.04, 0.04, 0.05, 0.03, 0.01, 0.05, 0.04, 0.04, 0.12, 0.13, 0.10, -0.04, -0.37, -0.07, -0.26, -0.05, 0.04, -0.30, 0.05, -0.11, 0.02, -0.02, -0.02, -0.07, -0.27, 1.10, -0.35, -0.08, -0.04, -0.04, -0.05, -0.11, -0.37, -0.13, -0.05, -0.04, -0.05, -0.10, 0.10, 0.05, 0.09, 0.15, 0.05, 0.10, 0.07, 0.13, 0.14, 0.14, 0.13, 0.13, 0.13, 0.11, 0.11, 0.12, 0.12, 0.12, 0.05, 0.11, 0.12, 0.12, 0.12, 0.11, 0.04, -0.39, -0.12, -0.53, 0.19, 0.06, 0.19, -0.57, 0.20, 0.18, 0.17, 0.07, 0.11, 0.09], "charge": 2, "multiplicity": 5, "homo_energy_ev": [-13.86, -14.57], "homo_lumo_gap_ev": [8.54, 5.55]}

Entry 2:
{"formula": "C38H71NO7S2", "method": "ωB97M-V with the def2-TZVPD basis set", "elements": ["C", "C", "C", "C", "C", "C", "C", "C", "C", "C", "C", "C", "C", "N", "C", "C", "C", "C", "C", "S", "S", "C", "C", "C", "C", "O", "C", "C", "C", "C", "C", "C", "O", "C", "C", "O", "H", "H", "H", "H", "H", "H", "H", "H", "H", "H", "H", "H", "H", "H", "H", "H", "H", "H", "H", "H", "H", "H", "H", "H", "H", "H", "H", "H", "H", "H", "H", "H", "H", "H", "H", "H", "H", "H", "H", "H", "H", "H", "H", "H", "H", "H", "H", "H", "H", "H", "H", "C", "O", "C", "C", "O", "C", "H", "H", "H", "H", "H", "H", "H", "H", "H", "H", "C", "O", "C", "C", "O", "C", "H", "H", "H", "H", "H", "H", "H", "H", "H", "H"], "xyz": [[-1.0518, 3.2359, 3.9313], [-2.3727, 3.2428, 4.7255], [-3.6604, 3.5843, 3.9118], [-3.5172, 3.5517, 2.3837], [-2.9980, 4.8451, 1.7474], [-3.0728, 4.8939, 0.1956], [-2.9534, 3.5249, -0.4731], [-1.6412, 2.7753, -0.1359], [-0.5702, 2.6983, -1.2511], [-0.7786, 1.4773, -2.1751], [-2.1832, 1.2319, -2.7342], [-2.2916, -0.2923, -3.0937], [-2.6785, -1.0891, -1.8466], [-3.9790, -0.7126, -1.2661], [-4.1453, -1.1970, 0.1230], [-3.5663, -0.1672, 1.1201], [-4.2321, -0.2825, 2.5164], [-5.6316, 0.3909, 2.4597], [-5.0756, -1.0211, -2.0784], [-5.1487, -2.2271, -3.1718], [-6.5751, -0.0814, -1.8766], [-6.1137, 1.5797, -1.3354], [-5.6662, 2.4815, -2.5116], [-6.0350, 3.9485, -2.2386], [0.7542, 2.3609, -0.4827], [0.5130, 1.4929, 0.6144], [1.4426, 0.4855, 0.7460], [2.7675, 0.6991, 1.0219], [3.6346, -0.3529, 1.1774], [3.1506, -1.6255, 1.0500], [1.8357, -1.8776, 0.7410], [0.9962, -0.8048, 0.5937], [-0.2400, 3.9425, -1.8928], [-0.9536, 4.3310, -2.9975], [-1.7883, 5.6109, -2.8465], [-0.8953, 3.8080, -4.0887], [-0.7540, 4.2202, 3.5688], [-0.2642, 2.9178, 4.6268], [-1.0586, 2.4811, 3.1411], [-2.2695, 3.9663, 5.5418], [-2.4493, 2.2631, 5.2077], [-4.1291, 4.5090, 4.2626], [-4.3831, 2.7949, 4.1615], [-4.5274, 3.3850, 1.9773], [-2.9497, 2.6644, 2.0865], [-1.9900, 5.1240, 2.0659], [-3.6419, 5.6532, 2.1203], [-2.2985, 5.5854, -0.1444], [-4.0469, 5.3124, -0.0888], [-3.7805, 2.9194, -0.0783], [-3.1382, 3.5400, -1.5497], [-1.1843, 3.2935, 0.7122], [-1.8923, 1.7447, 0.1090], [-0.4825, 0.5981, -1.5908], [-0.0379, 1.5547, -2.9795], [-2.9964, 1.4120, -2.0296], [-2.3867, 1.7583, -3.6696], [-2.9764, -0.4442, -3.9271], [-1.2726, -0.6095, -3.3424], [-2.6397, -2.1772, -1.9916], [-1.9252, -0.8546, -1.0828], [-5.2099, -1.2904, 0.3489], [-3.6343, -2.1645, 0.2022], [-3.7485, 0.8491, 0.7590], [-2.4777, -0.3079, 1.1576], [-4.3366, -1.3512, 2.7283], [-3.5795, 0.2108, 3.2409], [-5.8970, 0.8310, 3.4218], [-6.3472, -0.3741, 2.1479], [-5.6422, 1.1734, 1.6963], [-7.0022, 2.0682, -0.9173], [-5.3841, 1.5827, -0.5219], [-6.2383, 2.1381, -3.3775], [-4.5947, 2.4259, -2.6915], [-7.1026, 4.1312, -2.4059], [-5.5056, 4.6363, -2.9056], [-5.8273, 4.2402, -1.2025], [1.4203, 1.9146, -1.2343], [1.2542, 3.2911, -0.1803], [3.1088, 1.7281, 1.1115], [4.6746, -0.1738, 1.4219], [3.7963, -2.4907, 1.1909], [1.4494, -2.8801, 0.6083], [-0.0477, -0.9978, 0.3587], [-1.6642, 6.1376, -3.7973], [-1.4010, 6.2764, -2.0752], [-2.8509, 5.3918, -2.7506], [5.2741, -5.5336, 2.6915], [6.0041, -4.8720, 1.6708], [6.8609, -3.8563, 2.1747], [8.3019, -4.3174, 2.2237], [8.4863, -5.3471, 3.1837], [8.5767, -6.6358, 2.6005], [4.8082, -6.4145, 2.2507], [5.9232, -5.8535, 3.5094], [4.4859, -4.8788, 3.0781], [6.5267, -3.5204, 3.1608], [6.7881, -3.0071, 1.4858], [8.9287, -3.4750, 2.5334], [8.6368, -4.6419, 1.2336], [9.5398, -6.7554, 2.0937], [7.7652, -6.8177, 1.8917], [8.5117, -7.3699, 3.4024], [7.2071, -3.2117, -2.3921], [7.0568, -4.5817, -2.0689], [5.8687, -4.8482, -1.3286], [4.7902, -5.4401, -2.2099], [4.3229, -4.5028, -3.1720], [4.8555, -4.7273, -4.4649], [8.0157, -3.1258, -3.1175], [6.2968, -2.7977, -2.8322], [7.4789, -2.6389, -1.4978], [5.5099, -3.9434, -0.8308], [6.1290, -5.5728, -0.5576], [3.9332, -5.7061, -1.5823], [5.1479, -6.3520, -2.6979], [4.3978, -5.6151, -4.9147], [5.9412, -4.8477, -4.4403], [4.6134, -3.8617, -5.0803]], "forces_ev_per_a": [[0.1, -0.4, 0.8], [0.3, 0.6, -0.3], [0.1, -1.0, 0.2], [-0.5, 0.2, 0.1], [-0.2, 0.2, -0.2], [-0.2, -0.1, 0.2], [0.1, -0.5, 0.3], [-0.4, 1.1, -1.1], [1.0, -1.7, 1.6], [-0.4, 0.9, -0.2], [0.0, -1.5, -0.7], [0.2, 0.7, 0.8], [0.2, -0.1, 0.3], [-0.4, -0.3, -0.7], [0.1, 1.4, 0.2], [0.1, -0.6, 0.2], [0.1, 0.5, -1.1], [0.6, -0.6, 0.0], [-0.3, 0.3, 0.1], [0.1, 0.0, -0.1], [0.2, -0.3, 0.4], [0.5, 0.8, -0.2], [-0.6, 0.3, 0.4], [-0.2, 0.1, 0.0], [0.3, 0.8, -1.1], [0.4, 0.1, -0.3], [-0.6, -0.2, -0.1], [0.3, 1.6, 0.1], [0.4, 0.2, 0.2], [0.8, -1.8, 0.1], [-0.1, 0.0, 0.0], [-1.3, -0.5, -0.2], [-1.0, 0.1, -0.3], [-0.6, 0.6, -1.2], [1.0, 0.1, -0.6], [0.3, -0.2, 1.4], [-0.2, -0.1, -0.2], [0.0, 0.1, -0.1], [0.0, 0.3, -0.2], [0.0, -0.1, 0.0], [-0.2, 0.1, -0.1], [0.2, 0.1, -0.2], [0.0, 0.2, 0.0], [0.1, 0.0, 0.0], [0.1, 0.2, 0.0], [0.0, -0.3, 0.1], [0.2, 0.0, 0.0], [-0.1, -0.1, -0.1], [0.2, 0.1, 0.0], [0.1, 0.1, -0.1], [0.1, 0.3, 0.1], [-0.1, -0.4, 0.1], [0.3, 0.1, 0.3], [-0.1, 0.2, 0.1], [-0.2, 0.0, -0.1], [0.3, 0.3, 0.1], [0.2, 0.4, 0.3], [0.1, -0.2, 0.0], [-0.3, -0.2, -0.4], [0.0, 0.1, -0.2], [-0.2, 0.0, 0.0], [0.1, -0.3, -0.3], [-0.3, 0.0, 0.2], [0.0, -0.2, -0.2], [-0.1, 0.1, 0.2], [0.1, 0.2, 0.5], [-0.1, -0.2, 0.1], [-0.2, -0.2, -0.1], [-0.3, 0.3, 0.2], [0.0, 0.1, 0.2], [-0.2, -0.5, 0.0], [0.0, -0.3, -0.2], [0.4, 0.1, -0.2], [-0.1, -0.4, -0.2], [0.1, -0.1, 0.1], [0.0, -0.1, 0.1], [0.1, 0.0, -0.1], [0.0, -0.2, 0.3], [-0.3, -0.1, 0.3], [0.1, -0.1, 0.1], [0.0, 0.0, -0.1], [0.1, 0.2, 0.0], [0.2, 0.0, 0.1], [0.0, 0.3, 0.0], [-0.1, -0.1, 0.1], [-0.3, -0.3, 0.2], [0.1, -0.1, 0.3], [0.0, 0.0, -0.1], [0.0, -0.1, 0.4], [0.0, 0.0, -0.4], [0.1, 0.1, 0.4], [-0.1, -0.1, -0.2], [0.1, 0.0, 0.1], [0.0, 0.0, -0.1], [0.0, 0.0, 0.0], [0.0, 0.0, 0.1], [0.0, 0.0, 0.0], [0.0, 0.0, 0.0], [0.0, 0.0, -0.1], [-0.1, 0.0, 0.0], [0.0, 0.0, -0.1], [0.0, 0.0, 0.0], [0.0, 0.1, 0.0], [0.1, -0.1, 0.0], [-0.1, 0.2, -0.1], [0.2, -0.4, -0.3], [-0.3, 0.3, 0.1], [0.2, -0.1, -0.1], [-0.1, 0.0, 0.0], [0.0, -0.1, 0.0], [0.0, 0.0, 0.0], [-0.1, 0.1, 0.0], [0.0, 0.0, 0.0], [0.0, 0.0, 0.0], [0.0, 0.0, 0.0], [0.1, 0.0, 0.0], [0.1, 0.0, 0.0], [0.0, 0.0, 0.0], [-0.1, 0.0, 0.0]], "lowdin_charge": [-0.11, -0.23, -0.19, -0.23, -0.19, -0.18, -0.19, -0.08, -0.37, -0.11, -0.17, -0.16, -0.22, -0.20, -0.16, -0.19, -0.22, -0.09, -1.12, 0.69, 0.90, -0.49, -0.29, -0.11, -0.12, -0.06, -0.29, -0.02, -0.08, -0.10, -0.07, -0.01, 0.04, -0.46, 0.02, 0.12, 0.06, 0.07, 0.06, 0.10, 0.10, 0.11, 0.09, 0.11, 0.08, 0.09, 0.11, 0.09, 0.10, 0.08, 0.08, 0.12, 0.10, 0.11, 0.14, 0.07, 0.11, 0.09, 0.12, 0.10, 0.10, 0.10, 0.13, 0.07, 0.10, 0.11, 0.09, 0.07, 0.07, 0.05, 0.08, 0.04, 0.10, 0.07, 0.08, 0.07, 0.06, 0.14, 0.14, 0.13, 0.11, 0.10, 0.11, 0.10, 0.09, 0.08, 0.07, -0.10, -0.23, -0.20, -0.20, -0.19, -0.11, 0.09, 0.09, 0.09, 0.13, 0.12, 0.13, 0.13, 0.09, 0.08, 0.09, -0.11, -0.19, -0.21, -0.20, -0.19, -0.11, 0.09, 0.09, 0.08, 0.12, 0.11, 0.13, 0.13, 0.09, 0.08, 0.09], "homo_energy_ev": -8.36, "smiles": "CCCCCCCC[C@](CCCCN(CCCC)C(=S)SCCC)(COc1ccccc1)OC(C)=O.COCCOC.COCCOC", "homo_lumo_gap_ev": 8.55}

Entry 3:
{"formula": "C9H16N2O5S", "method": "ωB97M-V with the def2-TZVPD basis set", "elements": ["C", "S", "C", "C", "C", "N", "C", "O", "C", "N", "C", "C", "O", "O", "C", "O", "O", "H", "H", "H", "H", "H", "H", "H", "H", "H", "H", "H", "H", "H", "H", "H", "H"], "xyz": [[-0.5054, 5.6369, -1.7555], [0.5577, 4.4836, -0.8680], [-0.7186, 3.2560, -0.8569], [-0.2966, 2.0406, -0.1495], [-1.1948, 0.8481, -0.0020], [-0.7670, -0.2179, 0.9513], [0.1273, -1.1808, 0.5299], [0.3487, -1.3761, -0.7370], [0.3434, -2.1564, 1.7839], [-0.8966, -2.0587, 2.5315], [0.6721, -3.6776, 1.5334], [2.0752, -3.8748, 1.2496], [2.6473, -4.6971, 1.8284], [2.6912, -3.1601, 0.2476], [-1.5135, 0.2947, -1.3685], [-1.3717, 0.9465, -2.4198], [-2.1348, -0.9222, -1.3486], [0.0224, 6.7321, -1.7430], [-1.4543, 5.8785, -1.0481], [-0.7430, 5.5110, -2.8764], [-1.5974, 3.4760, -0.2048], [-1.0586, 2.9327, -1.8909], [0.7931, 1.7889, -0.4151], [-0.2644, 2.4594, 0.9741], [-2.1325, 1.2680, 0.3293], [-1.0328, -0.4356, 1.9840], [1.2340, -1.8588, 2.3706], [-0.7290, -2.8981, 3.3206], [-1.6500, -2.2812, 1.8248], [0.3278, -4.3554, 2.3362], [-0.0399, -3.8767, 0.7711], [1.9675, -2.6234, -0.2670], [-2.3000, -0.9654, -2.3080]], "forces_ev_per_a": [[-0.7, 4.5, 0.6], [-0.7, 0.4, -0.7], [-2.5, -1.4, -1.2], [4.1, 0.0, 4.2], [0.0, -0.7, -0.2], [1.4, -0.1, -0.2], [-1.9, -0.7, -2.9], [0.9, 0.3, 5.1], [1.5, -0.6, -0.5], [0.1, -3.0, 2.4], [-2.6, 2.2, -0.2], [-0.2, 1.3, -3.3], [2.9, -2.8, 2.3], [-2.6, 1.1, -0.4], [-0.3, 0.4, -1.9], [-0.4, -2.2, 2.5], [0.2, 1.7, -0.9], [-0.9, -2.6, 0.0], [1.9, -0.9, -2.1], [0.2, -0.5, 2.0], [0.1, 1.1, -1.0], [0.5, 1.1, 1.2], [-1.6, -0.2, 0.3], [0.6, -1.2, -1.9], [-0.6, -0.2, 0.4], [0.1, 1.3, -1.9], [-0.7, 0.8, 0.0], [-1.5, 3.0, -2.6], [0.7, -0.4, 1.5], [0.6, 0.8, 0.1], [-0.1, -0.8, -1.5], [1.6, -1.0, 1.0], [-0.3, -0.8, 0.1]], "lowdin_charge": [-0.49, 0.81, -0.61, -0.29, -0.22, 0.10, -0.30, 0.00, -0.29, -0.02, -0.08, -0.59, 0.16, 0.09, -0.44, 0.08, 0.10, 0.07, 0.08, 0.06, 0.10, 0.10, 0.14, 0.16, 0.16, 0.15, 0.16, 0.19, 0.12, 0.13, 0.12, 0.13, 0.13], "relative_energy_kcal_mol": 85.8, "homo_energy_ev": -8.75, "smiles": "CSCC[C@H](NC(=O)[C@@H](N)CC(=O)O)C(=O)O", "homo_lumo_gap_ev": 9.04}

Total energy values (in eV) by entry order: -92812.260; -78047.358; -33643.175.
Max |F| values (in hartree/bohr) by entry order: 0.0155; 0.0492; 0.1145.